# 1
16
Properties=species:S:1:pos:R:3:mulliken_charge:R:1 method="wB97M-V/def2-TZVPD" spin_multiplicity=1 homo_energy_ev=-11.73 smiles=CC.CC de_lowest_ev=0.2453 energy_ev=-4342.2830 lumo_ev=1.1 largest_force_ev_per_a=1.281
C 1.3882 0.6338 -1.9019 -0.764
C -1.8572 -0.7781 1.7069 -0.806
C 1.2461 1.7132 -0.8107 -0.822
C -0.8127 -1.6490 1.0034 -0.690
H -0.8260 -1.4426 -0.0683 0.138
H -1.8799 0.1919 1.2074 0.238
H 0.5476 -0.0570 -1.8962 0.220
H 1.8794 2.5707 -0.9921 0.319
H 1.4771 1.1738 -2.8434 0.309
H -0.8123 -2.7228 1.1927 0.334
H -2.8599 -1.1943 1.7436 0.298
H -1.4969 -0.5092 2.7044 0.254
H 0.2351 2.1068 -0.8645 0.249
H 0.1861 -1.3566 1.3380 0.235
H 1.3085 1.2908 0.1905 0.250
H 2.2770 0.0286 -1.7097 0.238

# 2
85
Properties=species:S:1:pos:R:3:mulliken_spin:R:1 method="wB97M-V/def2-TZVPD" spin_multiplicity=2 homo_energy_ev="-10.59 / -10.60" de_lowest_ev=0.2220 energy_ev=-70571.1795 s_squared=0.751 lumo_ev="-2.5 / -2.5" largest_force_ev_per_a=2.633 total_charge=+1
Ce -0.2736 -0.3497 1.3835 1.015
P 2.0970 0.5897 -0.2504 -0.004
P -1.0455 -0.6108 -1.3466 0.007
O 0.1238 1.8798 2.3827 -0.003
O -1.9025 1.0268 2.5936 -0.003
O 0.8015 4.0203 3.6095 0.000
C 1.2380 0.6566 -4.8408 0.000
C 0.6792 -2.6404 1.8164 -0.015
C 1.0456 -0.4572 4.8769 -0.004
C 0.6236 -1.2502 3.6847 0.022
C -1.0644 1.2294 -5.8351 0.000
C 1.2022 -0.6460 -5.1668 0.000
C 0.4933 -1.1766 -6.3805 0.000
C 2.9598 1.9767 0.5593 0.000
C -1.8191 -3.4927 1.9093 -0.001
C 0.3342 1.7212 -5.3918 0.000
C -0.6587 -2.6694 2.3619 0.003
C -0.2635 3.7787 4.4012 0.000
C -1.7952 -1.6281 4.4730 0.000
C -0.9030 -2.1717 -2.3006 0.000
C -1.0420 1.9065 2.9574 -0.001
C 1.0408 1.5050 -1.4618 0.002
C -1.2712 2.8323 4.0592 0.000
C -0.3943 4.5409 5.5706 0.000
C -0.0118 0.6518 -2.2126 -0.004
C -1.7495 0.2553 -4.9184 0.000
C 1.4720 -1.7565 2.6443 0.008
C -2.3497 2.6302 4.9185 0.000
C -2.4606 3.3857 6.0895 0.000
C -0.6779 -1.8070 3.5094 -0.019
C -1.7838 -1.0636 -5.1617 0.000
C -2.7617 0.0132 -1.4420 -0.001
C -0.9189 -1.7850 -6.1525 0.000
C 3.3965 -0.2123 -1.2637 0.001
C 1.1939 -3.4757 0.6943 0.000
C 2.9508 -1.5462 2.5938 -0.006
C -1.4838 4.3382 6.4083 0.000
H -2.7316 -2.8824 1.7860 0.000
H 1.8150 -1.3795 -4.6247 0.000
H 0.7459 3.3063 2.9136 0.000
H 3.2040 -0.4855 2.7366 -0.001
H -3.0813 1.8663 4.6395 0.000
H -1.6587 -2.8648 -1.9075 0.000
H -3.3112 3.2248 6.7563 0.000
H 0.7969 2.2231 -6.2651 0.000
H 1.6207 -4.4163 1.0798 0.000
H 2.1045 -0.1843 4.8197 0.000
H -2.0486 -4.2611 2.6666 0.000
H -1.0633 -2.0347 -3.3745 0.000
H 3.4769 2.6142 -0.1672 0.000
H 0.5278 2.3129 -0.9106 0.002
H 3.6865 1.5795 1.2750 0.000
H -1.5006 -1.9829 5.4743 0.000
H 2.2450 2.5832 1.1238 0.000
H 2.0232 1.0335 -4.1773 0.000
H 0.2140 2.5011 -4.6161 0.000
H 0.0949 -2.6025 -2.1499 0.000
H -2.3933 0.6964 -4.1514 0.000
H 1.9898 -2.9596 0.1392 -0.001
H 1.1159 -1.9900 -6.8054 0.000
H -0.8032 -2.8344 -5.8210 0.000
H -3.1270 0.1615 -2.4641 0.000
H -1.7134 2.1245 -5.9277 0.000
H -1.5881 4.9615 7.2999 0.000
H 0.3716 5.2839 5.7920 0.000
H -0.6829 1.3212 -2.7713 0.000
H -0.9980 0.8160 -6.8560 0.000
H -3.4029 -0.7173 -0.9303 0.000
H -2.0729 -0.5687 4.5694 0.000
H 4.1710 -0.5917 -0.5848 0.000
H 0.4374 -0.4125 -7.1778 0.000
H 0.8900 -1.0351 5.8011 0.001
H -2.6804 -2.1847 4.1578 0.000
H 3.8517 0.4735 -1.9909 0.000
H -1.4111 -1.8424 -7.1481 0.000
H 2.9608 -1.0679 -1.7915 0.000
H 0.4825 0.0153 -2.9587 0.001
H -2.8192 0.9611 -0.8882 0.001
H -2.5706 -1.6815 -4.7163 0.000
H 0.4625 0.4686 4.9766 0.001
H 1.7253 1.9674 -2.1964 0.000
H 0.4019 -3.7351 -0.0177 0.000
H 3.4457 -2.1051 3.4067 0.000
H 3.3863 -1.8767 1.6463 0.001
H -1.6110 -3.9979 0.9585 0.000

# 3
43
Properties=species:S:1:pos:R:3:mulliken_charge:R:1 method="wB97M-V/def2-TZVPD" spin_multiplicity=1 homo_energy_ev=-8.89 smiles=Cc1cccc(C)c1OCCCCCNCCO de_lowest_ev=1.1073 energy_ev=-21545.6692 lumo_ev=0.9 largest_force_ev_per_a=0.618
O -0.1729 0.8681 0.0283 0.123
O 1.3580 -3.1867 0.3377 -0.633
N 2.3596 -0.7479 -0.3904 -0.164
C 2.1256 -1.7311 -1.4317 -0.616
C 3.6602 1.1716 0.4482 -0.894
C -2.3930 0.7869 -0.9084 0.870
C 3.3308 0.2676 -0.7455 -0.918
C -3.1348 -1.0104 1.0812 -0.754
C -4.0575 -0.6071 0.1352 -0.768
C -1.9920 1.7185 -2.0142 -1.777
C 1.0353 -2.6782 -0.9332 -0.209
C -1.8354 -0.5210 1.0655 1.316
C -1.4791 0.3941 0.0723 -0.115
C 0.0216 2.1682 0.5642 -0.732
C 2.4361 1.6958 1.2024 -0.410
C -3.6834 0.2788 -0.8576 -0.663
C -0.8379 -1.0052 2.0736 -1.392
C 1.4841 2.5486 0.3502 -0.635
H 1.8951 0.8371 1.5991 -0.056
H 2.9906 0.8776 -1.6019 0.343
H -2.2775 2.7447 -1.7777 0.329
H 3.0564 -2.2858 -1.5938 0.400
H -0.0366 -0.2849 2.2143 0.122
H -0.6356 2.8895 0.0614 0.430
H 1.6042 3.6074 0.5826 0.482
H 4.2623 2.0094 0.0896 0.332
H -1.3219 -1.1910 3.0299 0.495
H -0.2278 2.1749 1.6356 0.279
H 2.7839 2.2799 2.0570 0.493
H 1.8166 -1.2868 -2.3937 0.316
H -0.3944 -1.9411 1.7324 0.246
H 1.8674 -2.4879 0.7758 0.413
H 1.7081 2.4151 -0.7083 0.229
H -3.4183 -1.7179 1.8466 0.455
H 4.2495 -0.2380 -1.0628 0.473
H -2.4914 1.4389 -2.9395 0.507
H -4.3957 0.5792 -1.6125 0.440
H 0.9159 -3.5299 -1.6078 0.404
H 1.4735 -0.2873 -0.1885 0.206
H -0.9162 1.6849 -2.1705 0.234
H 0.0791 -2.1323 -0.8868 -0.024
H -5.0657 -0.9930 0.1632 0.401
H 4.2653 0.6015 1.1554 0.419

# 4
13
Properties=species:S:1:pos:R:3:mulliken_charge:R:1 method="wB97M-V/def2-TZVPD" spin_multiplicity=1 homo_energy_ev=-15.80 de_lowest_ev=0.6148 energy_ev=-3718.8003 lumo_ev=-4.3 largest_force_ev_per_a=1.583 total_charge=+1
N 1.2129 -1.1674 1.2406 -0.452
C -0.2869 1.3260 -0.8127 -0.737
C -1.2129 0.0772 -0.6980 -0.924
H -0.6232 -0.8163 -1.0568 0.293
H 1.6843 -1.3481 0.3772 0.414
H -1.6430 0.0354 0.3529 0.304
H 0.5790 -0.3760 0.9251 0.185
H 0.7023 -1.9614 1.6608 0.398
H -0.8211 2.3057 -0.5852 0.295
H -2.1317 0.2922 -1.3100 0.299
H 1.9603 -1.0207 1.8931 0.376
H 0.2853 1.3666 -1.7919 0.277
H 0.5167 1.2752 -0.0849 0.272

# 5
93
Properties=species:S:1:pos:R:3:mulliken_charge:R:1 method="wB97M-V/def2-TZVPD" spin_multiplicity=1 homo_energy_ev=1.14 energy_ev=-125602.6559 lumo_ev=3.4 largest_force_ev_per_a=4.684 total_charge=-2
Br -3.1729 -0.3878 1.6569 -0.323
P -5.2852 2.6487 1.4109 0.057
O -0.5673 4.4765 -3.4166 -0.388
O 0.7084 -2.6579 4.7564 -0.381
O 2.9328 1.8807 1.6892 -0.376
O -2.9007 3.5794 -1.5888 -0.792
O -5.1845 1.8653 2.9867 -0.444
O 4.5854 2.9594 -5.8438 -0.557
O -2.0118 -6.7646 0.7769 -0.488
O -3.2741 1.3952 -1.0599 -0.518
O 0.1736 -2.0901 -0.2819 -0.515
O 3.6846 0.4547 4.9976 -0.475
O -3.5222 1.8492 -4.8348 -0.556
C -3.5212 3.1661 0.8355 -0.629
C 0.7720 -4.7179 6.0064 -1.133
C 4.8059 -0.3463 5.3379 -0.238
C 5.1508 -1.2800 4.1937 -0.888
C -0.4747 4.7629 -4.7962 0.408
C -2.1785 -0.1293 -5.1242 -1.048
C 1.3312 -3.3170 5.8497 -0.185
C 3.1721 3.2161 1.2653 -0.387
C -2.4330 2.5760 1.8765 -0.937
C -1.2390 6.0324 -5.1207 -1.297
C -1.8603 1.1234 1.6977 0.126
C -3.2490 2.5911 -0.6583 0.424
C 3.1368 3.3007 -0.2482 -0.904
C -0.1062 -2.4686 1.0611 0.379
C 2.8065 2.0871 -4.4677 -0.953
C -0.5892 -8.5440 -0.0036 -1.074
C 0.1115 -3.9597 1.2365 -1.055
C -2.3252 1.3522 -5.4131 0.276
C 3.3970 3.3121 -5.1377 -0.125
C -0.6825 0.9648 0.5868 -0.498
C -0.9027 -7.5819 1.1258 -0.094
C -6.0538 1.3459 0.2880 -0.934
H -6.9547 0.8977 0.8592 0.290
H 3.3134 4.3248 -0.5869 0.364
H 4.1451 3.5400 1.6525 0.269
H 1.1659 -2.7270 6.7575 0.298
H -0.2396 -2.6203 4.9396 0.232
H -2.1550 -0.3113 -4.0463 0.229
H -1.1415 -2.1936 1.2985 -0.172
H -1.5380 3.3042 1.7811 0.304
H -1.4796 1.9154 -5.0047 -0.203
H -2.2925 5.9285 -4.8479 0.367
H -3.4722 1.6992 -3.8743 0.299
H -0.3651 -7.9960 -0.9221 0.288
H -1.5134 4.3652 -3.2017 0.251
H -5.9437 2.2629 3.4599 0.257
H -0.8736 3.9106 -5.3572 -0.030
H 5.3715 -0.7101 3.2878 0.229
H 0.5829 4.8789 -5.0501 0.108
H -0.4697 1.9543 0.0727 0.190
H 4.3448 2.2986 -6.5044 0.307
H 5.6436 0.3205 5.5530 0.307
H -1.4501 -9.1849 -0.2163 0.314
H 1.2483 -5.2380 6.8417 0.364
H 2.6858 3.7527 -5.8432 0.183
H -1.2606 -0.5260 -5.5685 0.327
H -0.0496 -6.9293 1.3204 0.212
H -0.8426 6.8750 -4.5479 0.271
H -1.2796 0.9041 2.6762 0.447
H 6.0176 -1.8988 4.4414 0.333
H -5.3984 0.4666 -0.0029 0.164
H 3.6240 1.3262 1.3075 0.236
H 1.1425 -4.2296 0.9868 0.346
H 4.3063 -1.9348 3.9607 0.225
H -1.1403 -8.1239 2.0475 0.280
H -1.1729 6.2679 -6.1874 0.371
H 3.6563 4.0671 -4.3932 0.253
H 0.5595 -1.9055 1.7182 0.173
H 3.8966 2.6479 -0.6901 0.314
H -1.0337 0.1554 -0.1458 0.130
H 2.4052 -3.3542 5.6535 0.197
H 2.5656 1.3191 -5.2091 0.370
H -0.3071 -4.6861 6.1815 0.341
H 2.3989 3.8514 1.7011 0.299
H -3.0323 -0.6840 -5.5233 0.276
H -0.5384 -4.5277 0.5639 0.284
H 0.2743 0.5349 1.0601 0.040
H -0.0942 -4.2654 2.2658 0.238
H 4.5723 -0.9123 6.2467 0.232
H 0.2660 -9.1765 0.2475 0.314
H -2.3702 1.5293 -6.4914 0.359
H 2.9443 -0.1401 4.8166 0.279
H 0.9300 -5.2976 5.0935 0.254
H 3.5265 1.6459 -3.7737 0.265
H 1.8972 2.3421 -3.9178 0.255
H -2.7643 -7.3469 0.6148 0.274
H -0.4250 -2.5856 -0.8545 0.286
H -2.7656 2.7013 2.9727 0.352
H -6.5237 1.8567 -0.6314 0.286
H 2.1685 2.9659 -0.6279 0.198

# 6
92
Properties=species:S:1:pos:R:3:mulliken_charge:R:1 method="wB97M-V/def2-TZVPD" spin_multiplicity=1 homo_energy_ev=-9.81 energy_ev=-69796.1233 lumo_ev=-4.1 largest_force_ev_per_a=3.272 total_charge=+1
P 0.4254 -0.1410 -0.4030 0.036
P 0.4286 5.4568 3.6786 0.187
Si -2.4493 -5.0223 -5.2689 0.547
O 1.5500 -5.7560 -0.2520 -0.594
O -3.1027 -4.5084 -3.8282 -0.548
O 0.0482 4.9272 2.3531 -0.866
O -0.4814 -1.2890 -0.6513 -0.895
N -0.6125 1.1651 -0.0712 0.452
N -0.6477 -7.7490 -3.3502 -0.093
N -1.1380 -6.4488 -1.5189 -0.254
N 2.2484 -4.1630 -1.9930 -0.430
N 1.4937 0.6908 -1.3543 0.406
N 1.4543 -0.6023 0.8581 0.366
N -0.9996 5.8184 4.4983 0.291
N 1.0370 -6.3441 -2.5852 -0.116
N 1.4197 6.8095 3.3039 0.321
N 1.3542 4.8802 4.9224 0.462
C -2.8630 -6.8068 -5.6873 -1.071
C 2.8094 4.8531 4.8260 -1.016
C 1.8447 6.8928 1.9081 -1.107
C -2.0229 0.9408 -0.3798 -1.159
C -1.7767 -5.1490 -1.8849 -0.008
C -1.4591 7.0607 5.0837 -1.059
C 2.9462 0.6128 -1.2442 -0.904
C 1.2192 8.1372 3.8549 -1.173
C -0.5695 -4.7620 -5.3372 -0.591
C 1.0244 1.6676 -2.3331 -0.952
C -0.2125 -6.8510 -2.4712 -0.160
C 0.8350 4.4533 6.2170 -0.929
C -0.4662 2.0135 1.1027 -1.284
C 1.7420 0.0203 2.1332 -0.893
C -3.2031 -3.9443 -6.5869 -1.186
C 1.8865 -1.9823 0.7237 -1.057
C -2.0380 4.8012 4.3605 -1.036
C -3.0951 -5.2968 -2.6604 -0.574
B 1.6254 -5.4061 -1.5666 0.410
H -1.0816 -4.5255 -2.4528 -0.035
H 3.2859 -0.3657 -0.9202 0.253
H 1.2663 8.1239 4.9452 0.315
H -3.4143 -2.9542 -6.1807 0.295
H -1.7488 3.8537 4.8285 0.285
H -1.9447 6.8645 6.0454 0.383
H -3.3329 -6.3485 -2.8424 0.315
H -0.1293 -4.4316 -4.3920 -0.175
H -1.2393 -8.5065 -3.0446 0.314
H 2.4933 -2.1185 -0.1764 0.230
H 2.0378 8.7818 3.5287 0.396
H 0.8068 5.2908 6.9198 0.270
H 3.4002 0.7992 -2.2188 0.363
H -2.9478 5.1406 4.8540 0.391
H -0.4061 -7.6974 -4.3311 0.234
H 1.4813 3.6804 6.6358 0.361
H -0.1593 4.0257 6.1434 0.237
H -2.1364 0.3905 -1.3102 0.361
H 1.2555 -6.0377 -3.5334 0.301
H -2.9118 -7.5030 -4.8493 0.294
H 1.1912 -0.4490 2.9563 0.339
H -0.8148 -6.5012 -0.5644 0.338
H 0.2807 8.6029 3.5339 0.353
H 2.4845 -2.2969 1.5789 0.408
H -2.4857 -3.8230 -7.4006 0.352
H 1.6260 1.6064 -3.2422 0.384
H -0.6477 1.4763 2.0410 0.403
H 3.3225 1.3650 -0.5453 0.252
H 2.7440 7.5116 1.8566 0.407
H -0.6466 7.7385 5.3021 0.322
H -1.9504 -4.6279 -0.9459 0.419
H 1.0282 -2.6573 0.6444 0.226
H 3.2481 5.7143 5.3369 0.277
H -4.1181 -4.3920 -6.9716 0.328
H 1.5380 -3.5471 -2.3936 0.239
H 1.0968 2.6814 -1.9314 0.298
H -0.3653 -3.9631 -6.0517 0.471
H -0.0273 -5.6385 -5.7074 0.335
H -2.5061 1.9123 -0.5037 0.391
H 2.8119 -0.0574 2.3542 0.371
H -0.0101 1.4851 -2.6114 0.281
H 1.5185 1.0785 2.1307 0.227
H 2.9011 -4.3114 -2.7629 0.293
H 3.1989 3.9405 5.2816 0.394
H -1.1755 2.8386 1.0490 0.441
H -3.8864 -4.9097 -2.0177 0.323
H 3.1387 4.8677 3.7901 0.299
H -2.1798 7.5781 4.4408 0.331
H -2.0794 -7.1770 -6.3570 0.373
H -2.5509 0.3861 0.4051 0.336
H 0.5133 2.4893 1.1336 0.325
H -2.2743 4.5950 3.3145 0.251
H -3.7952 -6.8317 -6.2496 0.353
H 0.8651 -5.3645 0.2903 0.323
H 2.0941 5.9097 1.5186 0.289
H 1.0825 7.3291 1.2519 0.336

# 7
76
Properties=species:S:1:pos:R:3:mulliken_spin:R:1 method="wB97M-V/def2-TZVPD" spin_multiplicity=2 homo_energy_ev="-13.84 / -13.85" de_lowest_ev=0.0000 energy_ev=-75885.0753 s_squared=0.751 lumo_ev="-6.6 / -6.5" largest_force_ev_per_a=2.962 total_charge=+2
Ce 0.9933 -0.5139 -0.2749 1.028
P -0.0863 -0.3803 -2.7620 0.007
P 0.7224 2.2481 -0.1142 -0.005
N -1.6208 -3.3265 5.4694 -0.001
N 0.0941 -1.2014 1.6943 -0.007
N -1.4630 -2.3361 3.1792 -0.002
C -0.5721 3.4011 0.3972 -0.005
C -1.4607 -2.8521 4.4049 0.001
C 1.7066 0.0564 -4.8200 0.000
C 2.6304 3.9245 -3.9260 -0.001
C 3.9340 1.4339 2.4124 0.001
C -1.4595 0.3000 -3.6661 -0.005
C -2.3234 1.2337 -3.0385 0.000
C -0.5455 -1.7527 2.5490 0.001
C -0.4093 -2.1427 -2.3075 0.000
C 1.2510 4.0466 -3.7538 0.000
C 4.1513 2.7027 2.9610 0.000
C -0.5393 4.7310 -0.0426 0.000
C -1.6155 -3.7734 -0.9611 0.002
C 2.9915 1.2748 1.3757 -0.003
C 0.1384 -4.4962 -2.4709 0.000
C 2.9566 0.3019 -5.3919 0.000
C -1.6388 2.9415 1.2051 0.000
C 3.4550 3.3573 -2.9526 0.000
C -3.6973 1.2180 -5.0103 0.000
C -1.7415 -0.1995 -4.9485 0.000
C 2.7563 -0.7428 -2.7865 0.008
C 1.4979 2.9843 -1.5909 -0.003
C -1.3910 -2.4389 -1.3201 -0.003
C 2.1229 2.3449 1.0966 -0.003
C -2.8646 0.2754 -5.6272 0.000
C 1.5819 -0.3790 -3.4876 -0.012
C -1.5819 5.5965 0.2841 0.000
C -2.6446 5.1368 1.0670 0.000
C -0.8693 -4.8012 -1.5437 -0.001
C -2.6698 3.8162 1.5409 0.000
C 4.1156 0.0019 -4.6567 -0.001
C 3.4066 3.8017 2.5108 0.000
C 4.0176 -0.4881 -3.3496 0.001
C 2.3552 3.6238 1.6105 0.000
C 2.8824 2.9050 -1.7766 -0.001
C 0.6774 3.5106 -2.6064 0.002
C -3.4403 1.6985 -3.7177 0.001
C 0.3849 -3.1750 -2.8471 0.001
H -1.5436 6.6277 -0.0691 0.000
H 5.0919 0.1006 -5.1269 0.000
H -4.0892 2.4358 -3.2356 0.000
H 4.5079 0.5770 2.7771 0.000
H 3.5152 2.5212 -0.9818 0.000
H 0.6472 4.5663 -4.5144 0.000
H 0.2672 2.0683 -4.9509 0.000
H -4.5662 1.5873 -5.5295 0.000
H 0.7854 0.1561 -5.3973 0.000
H 0.8987 2.0695 -5.3734 0.000
H -2.0161 -1.6304 -0.9126 0.001
H 2.7143 -1.3648 -1.8601 -0.001
H -2.4131 -4.0061 -0.2512 0.000
H -3.4465 5.8173 1.3409 0.000
H 3.0248 0.6870 -6.4188 0.000
H -1.0801 -0.9483 -5.3947 0.000
H 4.9086 -0.7403 -2.7617 0.000
H 4.9101 2.8421 3.7353 0.000
H -2.0964 1.5667 -2.0225 0.001
H 0.2789 5.1091 -0.6580 0.000
H -3.4814 3.4750 2.1889 0.000
H 3.6249 4.8061 2.8584 0.000
H -1.0866 -5.8437 -1.3002 0.000
H 3.0212 0.3799 0.7003 0.003
H 1.1772 -2.9244 -3.5601 0.000
H -0.3989 3.5234 -2.4493 0.000
H 1.7141 4.4460 1.2769 0.000
H -1.6433 1.9073 1.5574 -0.001
H 4.5328 3.3036 -3.1147 0.000
H -3.0724 -0.0877 -6.6354 0.000
H 3.0982 4.2756 -4.8357 0.000
H 0.7071 -5.3054 -2.9277 0.000